[1]
Computed, not measured: a cluster of 16 separate species, C23H78N4O16 in total, with ωB97M-V/def2-TZVPD.

XYZ file:
```
121
Properties=species:S:1:pos:R:3:forces:R:3
C 2.604 1.048 3.426 0.2 -0.1 -1.4
C 3.540 1.879 2.498 -0.7 -1.0 1.2
O 2.908 2.106 1.265 0.3 -0.7 -1.5
H 1.619 1.531 3.468 0.2 -0.3 0.0
H 3.032 1.050 4.414 0.1 -0.2 0.5
H 2.503 -0.007 3.042 0.0 1.1 0.4
H 4.509 1.342 2.457 -0.4 0.5 -0.4
H 3.654 2.876 2.864 0.6 0.5 1.1
H 3.577 2.017 0.565 -0.6 0.1 0.2
C -0.455 0.413 0.515 -0.9 -1.6 -0.7
C 0.726 -0.471 0.341 2.4 0.4 0.9
O 0.603 -1.495 -0.613 0.2 -0.4 -0.5
H -1.279 -0.326 0.370 -0.2 0.9 0.9
H -0.605 1.146 -0.243 0.1 0.7 -0.7
H -0.367 0.917 1.464 -0.4 -0.1 0.4
H 0.889 -1.004 1.265 0.0 0.1 0.9
H 1.660 0.136 0.219 -0.5 -0.4 -0.3
H 1.240 -2.213 -0.323 -1.0 1.0 -0.9
C 1.818 2.779 -1.872 -0.5 0.1 -1.0
C 0.859 3.668 -2.779 -0.9 -1.2 2.6
O 1.235 4.984 -2.559 0.6 1.6 -0.4
H 2.808 2.666 -2.356 -0.3 0.6 0.6
H 1.504 1.769 -1.736 -0.7 -1.0 -0.6
H 1.801 3.063 -0.801 0.5 0.9 -0.9
H -0.171 3.628 -2.357 0.5 -0.7 -0.3
H 0.741 3.454 -3.839 0.7 -0.4 -0.1
H 0.478 5.409 -2.159 0.1 0.3 0.1
C -1.544 1.315 -4.230 -0.1 -0.2 -1.0
C -0.809 0.847 -3.010 -1.4 1.1 1.0
O -1.277 -0.370 -2.456 -0.8 0.3 -1.0
H -1.380 0.662 -5.101 -0.1 0.0 0.3
H -1.162 2.319 -4.530 -0.4 -0.6 0.4
H -2.619 1.349 -4.027 0.1 0.2 -0.1
H -0.954 1.655 -2.282 -0.1 -0.1 0.3
H 0.225 0.849 -3.165 1.8 -0.5 -0.5
H -0.671 -0.606 -1.764 0.6 -0.6 0.5
C -3.570 1.324 -0.513 -1.4 -2.4 -0.6
C -4.959 1.600 -1.095 1.0 -0.9 0.7
O -4.847 1.728 -2.508 -1.6 0.2 0.0
H -3.485 1.402 0.554 -0.5 0.0 0.6
H -2.855 1.972 -0.893 1.2 1.4 -1.0
H -3.308 0.296 -0.817 0.3 0.4 0.2
H -5.286 2.471 -0.592 -0.8 1.5 0.1
H -5.695 0.821 -0.864 0.4 -0.1 0.2
H -5.798 1.749 -2.777 1.3 0.0 -0.2
C -1.743 -3.414 2.148 -1.3 -1.0 0.8
C -1.035 -4.723 1.851 -2.0 -0.1 -0.9
O 0.290 -4.370 2.116 1.4 -1.4 0.7
H -1.686 -3.217 3.217 0.5 0.2 0.2
H -2.819 -3.367 2.021 -0.1 -0.4 -0.8
H -1.270 -2.659 1.579 0.3 1.1 -0.6
H -1.085 -5.012 0.760 -0.4 0.1 1.1
H -1.423 -5.557 2.510 0.6 0.8 -0.7
H 0.735 -5.209 2.297 0.5 0.3 0.1
C 0.230 5.345 3.498 0.2 0.6 -0.1
C 1.201 4.445 2.799 -0.4 1.8 -1.1
O 0.722 4.215 1.456 -0.3 -0.3 0.7
H -0.760 4.985 3.440 -1.2 -0.7 0.0
H 0.216 6.280 2.986 0.0 1.0 -0.3
H 0.454 5.545 4.539 0.3 -0.2 0.2
H 1.300 3.602 3.403 0.4 -1.9 0.5
H 2.127 5.009 2.735 0.5 -0.3 0.0
H 1.110 3.416 1.076 0.5 0.0 0.3
C 3.509 -4.427 -3.147 -2.8 3.4 4.8
O 2.529 -3.738 -2.456 3.3 -3.3 -3.8
N 3.342 -5.126 -4.210 -2.1 -1.0 -1.7
N 4.727 -4.398 -2.656 1.1 0.8 1.0
H 2.411 -5.353 -4.460 -0.7 0.1 -0.6
H 4.088 -5.476 -4.739 0.9 -0.5 -0.5
H 4.761 -3.768 -1.872 0.4 0.5 0.8
H 5.581 -4.665 -3.115 -0.3 -0.2 -0.2
C 3.213 -2.874 0.501 5.1 -0.9 -3.5
O 4.306 -2.703 -0.370 -4.9 -0.1 4.8
N 3.205 -2.515 1.804 2.9 1.4 -0.5
N 2.185 -3.635 0.119 0.0 -0.2 -3.0
H 4.077 -2.016 2.105 -1.5 -0.7 -0.4
H 2.392 -2.477 2.386 -0.4 0.1 0.2
H 2.065 -3.908 -0.931 1.0 0.6 1.6
H 1.462 -3.858 0.740 -0.9 -0.3 1.2
C 0.293 -2.437 -4.147 1.6 0.0 0.2
O 1.512 -2.652 -4.848 0.0 -0.1 -0.5
H 0.419 -1.766 -3.324 0.2 -0.2 0.9
H -0.249 -3.329 -3.925 0.1 -0.9 0.6
H -0.354 -1.913 -4.754 -1.3 1.3 -1.9
H 2.263 -2.620 -4.241 -0.6 -0.1 0.3
C 3.324 -0.307 -2.819 -1.6 2.3 1.2
O 4.191 0.693 -3.282 -0.7 0.2 -2.3
H 2.532 -0.483 -3.518 -0.2 -0.1 -0.9
H 2.777 0.099 -1.926 0.5 -0.8 -0.3
H 3.858 -1.162 -2.613 0.8 -2.2 0.8
H 4.727 0.978 -2.583 1.1 0.5 1.5
C -2.001 2.315 3.218 0.2 1.3 1.4
O -2.089 1.402 4.313 0.5 0.6 -0.5
H -2.283 3.375 3.456 -0.5 -1.0 0.0
H -2.458 1.951 2.345 -1.1 -0.4 -1.1
H -0.992 2.461 2.937 1.4 -0.3 0.0
H -3.012 1.210 4.437 -0.5 -0.2 0.2
C -1.989 -3.516 -1.628 -0.2 0.7 0.7
O -3.105 -2.812 -1.169 -1.0 -0.5 1.3
H -2.130 -4.542 -1.441 -0.6 -1.5 0.0
H -1.103 -3.276 -1.076 0.8 0.6 0.1
H -1.894 -3.345 -2.655 0.6 0.1 -1.5
H -3.200 -1.966 -1.584 0.4 0.7 -0.6
C 0.003 -1.567 4.501 -1.1 2.6 -0.8
O 0.853 -2.216 3.600 -0.1 -0.7 0.2
H -0.500 -2.142 5.243 -0.4 -1.2 0.2
H -0.748 -0.937 3.938 0.3 -0.8 0.5
H 0.479 -0.804 5.100 1.0 0.1 -0.1
H 0.312 -2.907 3.159 0.7 0.3 0.3
C -2.513 5.041 0.437 -0.5 -0.7 -1.3
O -1.571 4.264 -0.268 -0.3 -0.3 -0.2
H -2.954 5.687 -0.288 -0.2 0.9 -0.3
H -2.053 5.564 1.223 0.6 1.0 1.1
H -3.346 4.476 0.819 -0.3 -0.7 0.4
H -0.927 4.021 0.392 0.8 -0.2 0.3
C -4.333 -0.956 2.010 0.5 -0.9 0.9
O -5.613 -0.522 1.688 -0.5 0.3 -1.3
H -4.420 -1.730 2.807 0.5 0.5 -0.2
H -3.634 -0.151 2.263 -0.1 0.0 0.4
H -3.869 -1.439 1.163 -0.2 -0.2 -0.5
H -6.056 -0.165 2.446 -0.2 0.2 0.6
```
Forces are in eV/Å.

The orbital gap is 9.39 eV. For the total energy, the calculation gives -63830.3787 eV. The LUMO energy comes out at 0.0097 Ha. For the HOMO energy, the calculation gives -9.12 eV.


[2]
Computed, not measured: a structure of composition C23H7Cl72I3OSi, with ωB97M-V/def2-TZVPD.

XYZ file:
```
107
Properties=species:S:1:pos:R:3:forces:R:3
C 0.740 -1.108 2.896 0.3 -0.6 -0.8
C 1.516 -0.235 1.957 0.7 -0.4 0.1
I 3.396 -0.971 1.235 -0.7 0.1 0.3
C 1.051 0.940 1.601 0.1 1.2 -0.8
I 2.133 2.167 0.214 -0.5 0.0 0.4
Si -0.546 1.741 2.198 0.4 0.3 -0.5
C -1.993 0.566 2.521 -0.6 0.4 0.2
C -2.539 -0.135 1.314 -1.9 4.2 2.6
O -2.078 -1.029 0.807 2.4 -4.7 -2.8
I -4.435 0.637 0.538 -0.1 0.3 0.3
H 1.350 -1.948 3.174 0.1 -0.2 0.6
H 0.340 -0.580 3.748 0.2 0.1 0.4
H -0.085 -1.527 2.330 -0.3 -0.1 -0.1
H -0.271 2.579 3.384 -0.1 -0.3 0.2
H -0.952 2.680 1.138 -0.1 -0.1 0.0
H -1.792 -0.196 3.262 0.3 -0.2 0.1
H -2.787 1.177 2.932 -0.1 0.3 0.1
C -3.482 3.966 -1.935 0.0 0.0 0.1
Cl -2.179 2.865 -1.474 0.1 0.1 -0.2
Cl -2.879 5.163 -3.082 -0.4 -0.3 -0.1
Cl -4.798 3.044 -2.679 0.0 0.0 0.0
Cl -4.085 4.770 -0.484 0.3 0.2 -0.1
C -1.009 -4.593 -0.645 0.1 0.1 -0.2
Cl 0.334 -4.421 0.496 0.0 0.0 0.0
Cl -2.478 -5.028 0.243 0.1 0.0 0.1
Cl -1.250 -3.073 -1.502 0.0 -0.1 0.0
Cl -0.640 -5.872 -1.804 0.0 0.1 0.0
C 3.939 -3.793 4.726 0.1 0.0 0.0
Cl 5.478 -3.042 4.307 -0.1 0.1 -0.1
Cl 3.068 -2.771 5.876 0.0 0.0 0.0
Cl 2.977 -3.987 3.257 -0.1 -0.3 0.1
Cl 4.234 -5.378 5.448 0.0 0.0 0.0
C -6.132 -2.585 -1.893 0.0 -0.1 0.0
Cl -6.217 -3.507 -3.399 0.0 0.1 -0.1
Cl -7.644 -2.775 -0.997 0.0 0.2 0.0
Cl -4.803 -3.197 -0.907 0.0 0.1 -0.1
Cl -5.851 -0.882 -2.259 -0.2 -0.1 -0.3
C -7.466 -7.052 -2.586 0.1 0.1 0.0
Cl -7.068 -7.175 -4.304 0.0 0.0 0.0
Cl -8.702 -5.814 -2.356 -0.1 -0.2 0.0
Cl -8.045 -8.616 -2.004 -0.2 0.0 0.0
Cl -6.020 -6.599 -1.679 0.0 0.0 0.0
C -4.658 8.140 -5.163 0.0 0.0 0.0
Cl -5.202 9.051 -6.573 0.0 0.0 0.0
Cl -5.603 6.647 -5.001 0.3 0.2 0.6
Cl -2.949 7.735 -5.351 0.0 0.0 0.0
Cl -4.874 9.123 -3.712 0.0 0.0 0.0
C -7.942 4.007 1.404 0.0 0.0 0.0
Cl -7.450 5.596 2.005 0.0 0.0 0.0
Cl -9.677 4.014 1.068 0.0 0.0 0.0
Cl -7.054 3.644 -0.078 -0.3 -0.1 0.1
Cl -7.584 2.779 2.621 0.1 0.6 0.1
C 8.548 -4.615 6.695 0.0 0.0 0.0
Cl 9.843 -3.443 6.428 0.0 0.0 0.0
Cl 8.141 -5.400 5.164 0.0 0.0 0.0
Cl 9.087 -5.834 7.855 0.0 0.0 0.0
Cl 7.125 -3.783 7.332 0.1 0.0 0.1
C 7.552 -0.577 0.233 0.0 0.1 0.0
Cl 7.170 0.319 -1.240 0.0 0.0 0.0
Cl 6.581 -2.053 0.294 0.0 0.1 0.0
Cl 9.266 -1.007 0.238 0.0 0.0 0.0
Cl 7.188 0.424 1.643 0.0 0.0 -0.1
C -3.294 -9.953 -1.429 -0.1 0.0 0.0
Cl -2.984 -8.301 -0.879 0.0 -0.1 0.0
Cl -5.003 -10.138 -1.847 0.2 0.0 0.0
Cl -2.300 -10.289 -2.851 0.0 0.0 0.0
Cl -2.877 -11.087 -0.140 0.0 0.0 0.0
C 0.497 7.770 -2.418 0.0 -0.1 0.1
Cl 0.750 7.697 -4.166 0.0 0.0 0.0
Cl -0.560 9.131 -2.030 0.0 0.0 0.0
Cl -0.242 6.264 -1.868 0.3 0.2 0.1
Cl 2.055 7.969 -1.606 -0.5 0.3 -0.2
C 6.323 7.039 -0.313 0.0 0.0 0.0
Cl 6.965 8.514 0.415 -0.1 -0.1 0.0
Cl 4.606 7.244 -0.660 0.4 -0.1 0.1
Cl 7.195 6.684 -1.805 -0.1 0.0 0.1
Cl 6.468 5.677 0.818 0.1 0.3 -0.6
C 7.063 -6.128 0.484 0.0 0.0 0.0
Cl 8.333 -4.933 0.222 0.1 -0.1 0.0
Cl 6.727 -6.986 -1.019 0.1 0.0 0.0
Cl 7.588 -7.282 1.715 0.0 0.0 0.0
Cl 5.593 -5.309 1.040 0.0 0.0 0.0
C 10.972 6.854 0.411 0.0 0.0 0.0
Cl 11.038 8.476 1.111 0.0 0.0 0.0
Cl 9.424 6.105 0.814 0.5 0.0 0.0
Cl 11.133 6.965 -1.345 0.0 0.0 0.0
Cl 12.293 5.877 1.063 0.0 0.0 0.0
C -9.602 -0.486 2.283 0.0 0.0 -0.1
Cl -9.843 -2.236 2.209 0.0 0.0 0.0
Cl -10.795 0.317 1.256 0.0 0.0 0.0
Cl -9.795 0.066 3.951 0.0 0.0 0.0
Cl -7.979 -0.091 1.716 0.0 -0.6 -0.2
C -7.635 6.098 -9.038 0.0 -0.1 0.0
Cl -6.721 6.088 -7.523 -0.4 -0.1 -0.7
Cl -8.590 4.616 -9.169 0.0 0.0 0.0
Cl -8.715 7.498 -9.058 0.0 0.0 0.0
Cl -6.515 6.201 -10.403 0.0 0.0 0.0
C 2.743 -8.308 -2.158 0.0 0.1 0.1
Cl 3.324 -6.993 -1.134 -0.1 0.0 0.0
Cl 2.752 -7.790 -3.847 0.0 0.0 0.0
Cl 3.796 -9.715 -1.968 0.0 0.0 0.0
Cl 1.099 -8.727 -1.676 0.0 -0.2 0.0
C 5.059 3.351 4.445 0.0 0.0 0.0
Cl 5.543 4.362 3.080 -0.3 -0.2 0.5
Cl 6.010 1.866 4.438 0.0 -0.1 0.1
Cl 5.336 4.225 5.954 0.0 0.0 0.0
Cl 3.344 2.953 4.298 0.0 0.0 0.0
```
Forces are in eV/Å.

The orbital gap is 8.88 eV. For the total energy, the calculation gives -959799.4669 eV. The LUMO energy comes out at -0.0049 Ha. For the HOMO energy, the calculation gives -9.01 eV.


[3]
Computed, not measured: a structure of composition C24H13Br4N4O4S2Ti, with ωB97M-V/def2-TZVPD.

XYZ file:
```
52
Properties=species:S:1:pos:R:3:forces:R:3
Ti -0.443 -0.522 0.347 -0.4 0.0 0.2
C -0.570 0.994 -5.208 0.0 0.0 0.0
C 0.510 0.885 -4.342 0.0 0.0 0.0
C 0.400 0.146 -3.175 0.0 0.0 0.0
C -0.797 -0.494 -2.863 0.0 -0.1 0.1
C -1.878 -0.399 -3.739 0.0 0.0 0.0
C -1.760 0.346 -4.900 0.0 0.0 0.0
N -0.873 -1.219 -1.656 -0.1 0.1 0.1
N -1.697 -2.251 -1.714 0.1 -0.1 0.1
C -1.731 -2.973 -0.561 0.0 0.1 -0.1
C -2.606 -4.073 -0.471 0.1 -0.1 0.0
C -2.629 -4.807 0.682 0.0 0.0 0.1
C -1.794 -4.450 1.756 0.0 0.0 0.0
C -0.986 -3.349 1.612 0.0 0.0 0.0
N -0.940 -2.626 0.482 0.0 0.2 0.0
H -0.484 1.576 -6.117 0.0 0.0 0.0
H 1.448 1.372 -4.577 0.0 0.0 0.0
H 1.248 0.025 -2.515 0.0 0.0 0.0
H -2.800 -0.903 -3.485 0.0 0.0 0.0
H -2.609 0.427 -5.569 0.0 0.0 0.0
H -3.235 -4.297 -1.321 0.0 0.0 0.0
H -3.296 -5.655 0.774 0.0 0.0 0.0
H -1.799 -5.003 2.684 0.0 0.0 0.0
H -0.356 -2.990 2.416 0.0 0.0 0.0
Br -4.935 2.204 4.864 0.0 0.0 0.0
C -3.406 1.385 4.114 0.0 0.0 0.0
C -2.257 1.201 4.870 0.0 0.0 0.0
Br -2.190 1.767 6.672 0.0 0.0 0.0
C -1.130 0.595 4.296 -0.1 -0.1 0.0
Br 0.481 0.331 5.243 0.0 0.0 0.0
C -1.153 0.163 2.979 0.1 0.1 -0.1
O -0.146 -0.386 2.338 -0.1 0.0 -0.2
C -2.332 0.351 2.208 0.0 0.0 -0.1
O -2.247 -0.057 0.955 0.2 0.0 -0.1
C -3.435 0.962 2.776 0.0 -0.1 0.0
Br -4.944 1.195 1.666 0.0 0.0 0.0
O 3.628 -0.996 1.273 0.0 0.0 0.0
S 3.267 -0.375 0.036 -0.1 -0.1 0.0
O 3.565 -1.057 -1.192 0.0 0.0 0.0
N 1.675 0.087 0.039 0.1 0.0 -0.1
C 1.527 1.404 -0.068 -0.4 -0.1 0.0
S -0.019 2.056 -0.158 0.4 -0.1 0.1
C 2.805 2.145 -0.113 0.2 0.1 0.0
C 3.017 3.510 -0.201 -0.1 0.0 0.0
C 4.326 3.970 -0.215 0.1 0.0 0.0
C 5.401 3.086 -0.142 -0.1 0.0 0.0
C 5.188 1.715 -0.056 0.1 0.0 0.0
C 3.880 1.280 -0.044 0.0 0.1 0.0
H 2.171 4.184 -0.252 0.0 0.0 0.0
H 4.518 5.034 -0.280 0.0 0.0 0.0
H 6.412 3.471 -0.152 0.0 0.0 0.0
H 6.013 1.018 0.002 0.0 0.0 0.0
```
Forces are in eV/Å.

The orbital gap (spin up / spin down) is 6.05 / 6.59 eV. As for the expectation value of S²: 2.02. For the total energy, the calculation gives -364210.4728 eV. As for the multiplicity: 3. The LUMO energy (spin up / spin down) comes out at 0.0623 / 0.0608 Ha. Its net charge is -1. For the HOMO energy (spin up / spin down), the calculation gives -4.35 / -4.93 eV.